Formula: C72H161N7O12
Source: the OMol25 dataset
Level of theory: the ωB97M-V functional and the def2-TZVPD basis

Last columns: bonded neighbours and bond lengths (Å).
Atoms and positions in Å:
1 C 5.477 -15.314 26.195  C2 1.568, H12 1.090, H13 1.090, H14 1.090
2 C 6.879 -15.915 26.558  C1 1.568, C3 1.554, C4 1.577, N10 1.498
3 C 7.895 -14.775 26.848  C2 1.554, H15 1.090, H16 1.090, H17 1.090
4 C 6.593 -16.802 27.831  C2 1.577, C5 1.569, H18 1.090, H19 1.090
5 C 7.704 -17.862 28.149  C4 1.569, C6 1.538, H20 1.090, H21 1.090
6 C 7.903 -18.731 26.895  C5 1.538, C7 1.539, H22 1.090, H23 1.090
7 C 8.280 -17.955 25.621  C6 1.539, C8 1.528, C9 1.526, N10 1.509
8 C 9.698 -17.398 25.736  C7 1.528, H24 1.090, H25 1.090, H26 1.090
9 C 8.175 -18.924 24.447  C7 1.526, H27 1.090, H28 1.090, H29 1.090
10 N 7.377 -16.761 25.427  C2 1.498, C7 1.509, O11 1.381
11 O 7.480 -16.153 24.191  N10 1.381, H30 0.960
12 H 4.734 -16.106 26.107  C1 1.090
13 H 5.067 -14.576 26.884  C1 1.090
14 H 5.437 -14.802 25.233  C1 1.090
15 H 8.895 -15.142 27.080  C3 1.090
16 H 8.018 -14.134 25.975  C3 1.090
17 H 7.475 -14.249 27.705  C3 1.090
18 H 6.479 -16.125 28.677  C4 1.090
19 H 5.627 -17.307 27.815  C4 1.090
20 H 8.646 -17.407 28.454  C5 1.090
21 H 7.369 -18.526 28.946  C5 1.090
22 H 6.938 -19.200 26.701  C6 1.090
23 H 8.687 -19.460 27.100  C6 1.090
24 H 9.905 -16.914 26.691  C8 1.090
25 H 9.873 -16.810 24.835  C8 1.090
26 H 10.411 -18.220 25.676  C8 1.090
27 H 9.027 -19.603 24.416  C9 1.090
28 H 8.122 -18.508 23.441  C9 1.090
29 H 7.368 -19.656 24.412  C9 1.090
30 H 6.635 -16.385 23.800  O11 0.960
31 C 13.042 -15.228 26.022  C32 1.534, H42 1.090, H43 1.090, H44 1.090
32 C 13.344 -14.680 24.622  C31 1.534, C33 1.629, C34 1.537, N40 1.475
33 C 14.633 -15.470 24.014  C32 1.629, H45 1.090, H46 1.090, H47 1.090
34 C 12.227 -14.976 23.609  C32 1.537, C35 1.571, H48 1.090, H49 1.090
35 C 10.951 -14.061 23.653  C34 1.571, C36 1.534, H50 1.090, H51 1.090
36 C 11.417 -12.601 23.587  C35 1.534, C37 1.577, H52 1.090, H53 1.090
37 C 12.427 -12.225 24.738  C36 1.577, C38 1.502, C39 1.614, N40 1.511
38 C 12.947 -10.855 24.407  C37 1.502, H54 1.090, H55 1.090, H56 1.090
39 C 11.756 -12.175 26.205  C37 1.614, H57 1.090, H58 1.090, H59 1.090
40 N 13.562 -13.223 24.681  C32 1.475, C37 1.511, O41 1.393
41 O 14.689 -12.936 25.446  N40 1.393, H60 0.960
42 H 13.737 -14.869 26.780  C31 1.090
43 H 12.046 -14.891 26.310  C31 1.090
44 H 12.997 -16.317 26.039  C31 1.090
45 H 14.939 -15.079 23.044  C33 1.090
46 H 15.480 -15.612 24.685  C33 1.090
47 H 14.445 -16.538 23.898  C33 1.090
48 H 12.566 -15.106 22.581  C34 1.090
49 H 11.886 -15.961 23.929  C34 1.090
50 H 10.335 -14.351 22.802  C35 1.090
51 H 10.408 -14.216 24.585  C35 1.090
52 H 10.487 -12.032 23.599  C36 1.090
53 H 11.771 -12.417 22.573  C36 1.090
54 H 13.148 -10.656 23.355  C38 1.090
55 H 13.851 -10.570 24.945  C38 1.090
56 H 12.112 -10.169 24.548  C38 1.090
57 H 11.052 -12.967 26.460  C39 1.090
58 H 11.268 -11.219 26.392  C39 1.090
59 H 12.507 -12.355 26.975  C39 1.090
60 H 15.301 -12.734 24.734  O41 0.960
61 C 9.151 -23.410 28.388  C62 1.558, H72 1.090, H73 1.090, H74 1.090
62 C 8.091 -24.408 28.942  C61 1.558, C63 1.532, C64 1.539, N70 1.492
63 C 8.741 -25.774 29.190  C62 1.532, H75 1.090, H76 1.090, H77 1.090
64 C 7.524 -23.929 30.290  C62 1.539, C65 1.545, H78 1.090, H79 1.090
65 C 6.579 -22.708 30.365  C64 1.545, C66 1.516, H80 1.090, H81 1.090
66 C 5.511 -22.950 29.316  C65 1.516, C67 1.601, H82 1.090, H83 1.090
67 C 5.905 -23.458 27.850  C66 1.601, C68 1.550, C69 1.563, N70 1.495
68 C 4.609 -23.941 27.151  C67 1.550, H84 1.090, H85 1.090, H86 1.090
69 C 6.464 -22.287 26.980  C67 1.563, H87 1.090, H88 1.090, H89 1.090
70 N 6.921 -24.542 28.026  C62 1.492, C67 1.495, O71 1.422
71 O 7.215 -25.244 26.825  N70 1.422, H90 0.960
72 H 10.154 -23.659 28.733  C61 1.090
73 H 9.224 -23.447 27.301  C61 1.090
74 H 8.907 -22.377 28.637  C61 1.090
75 H 8.158 -26.563 29.665  C63 1.090
76 H 8.983 -26.255 28.243  C63 1.090
77 H 9.656 -25.765 29.781  C63 1.090
78 H 7.118 -24.802 30.801  C64 1.090
79 H 8.328 -23.695 30.988  C64 1.090
80 H 6.127 -22.599 31.351  C65 1.090
81 H 7.094 -21.773 30.147  C65 1.090
82 H 5.100 -21.954 29.150  C66 1.090
83 H 4.750 -23.667 29.624  C66 1.090
84 H 4.821 -24.368 26.171  C68 1.090
85 H 3.722 -23.310 27.100  C68 1.090
86 H 4.306 -24.936 27.477  C68 1.090
87 H 5.694 -21.645 26.552  C69 1.090
88 H 6.823 -22.801 26.089  C69 1.090
89 H 7.231 -21.650 27.422  C69 1.090
90 H 6.809 -26.088 27.032  O71 0.960
91 C 13.438 -26.787 22.944  C92 1.579, H102 1.090, H103 1.090, H104 1.090
92 C 12.026 -26.092 23.073  C91 1.579, C93 1.517, C94 1.523, N100 1.471
93 C 11.076 -26.505 21.964  C92 1.517, H105 1.090, H106 1.090, H107 1.090
94 C 11.429 -26.438 24.430  C92 1.523, C95 1.553, H108 1.090, H109 1.090
95 C 10.380 -25.431 24.975  C94 1.553, C96 1.462, H110 1.090, H111 1.090
96 C 11.007 -24.111 25.030  C95 1.462, C97 1.533, H112 1.090, H113 1.090
97 C 11.573 -23.588 23.704  C96 1.533, C98 1.577, C99 1.589, N100 1.472
98 C 10.390 -22.972 22.862  C97 1.577, H114 1.090, H115 1.090, H116 1.090
99 C 12.591 -22.438 24.112  C97 1.589, H117 1.090, H118 1.090, H119 1.090
100 N 12.347 -24.656 23.051  C92 1.471, C97 1.472, O101 1.376
101 O 12.759 -24.227 21.810  N100 1.376, H120 0.960
102 H 13.986 -26.399 22.085  C91 1.090
103 H 14.052 -26.646 23.833  C91 1.090
104 H 13.331 -27.851 22.734  C91 1.090
105 H 10.200 -25.878 22.130  C93 1.090
106 H 11.565 -26.271 21.019  C93 1.090
107 H 10.756 -27.545 22.030  C93 1.090
108 H 10.760 -27.279 24.247  C94 1.090
109 H 12.200 -26.567 25.190  C94 1.090
110 H 9.465 -25.306 24.396  C95 1.090
111 H 10.082 -25.728 25.980  C95 1.090
112 H 11.787 -24.246 25.779  C96 1.090
113 H 10.215 -23.456 25.394  C96 1.090
114 H 9.796 -22.252 23.425  C98 1.090
115 H 9.797 -23.754 22.389  C98 1.090
116 H 10.795 -22.444 21.999  C98 1.090
117 H 13.048 -21.925 23.266  C99 1.090
118 H 13.275 -22.839 24.860  C99 1.090
119 H 12.124 -21.612 24.649  C99 1.090
120 H 13.665 -24.016 22.044  O101 0.960
121 C 5.329 -11.915 24.766  C122 1.580, H132 1.090, H133 1.090, H134 1.090
122 C 5.345 -10.478 25.421  C121 1.580, C123 1.567, C124 1.571, N130 1.445
123 C 3.873 -9.990 25.645  C122 1.567, H135 1.090, H136 1.090, H137 1.090
124 C 5.917 -10.534 26.883  C122 1.571, C125 1.540, H138 1.090, H139 1.090
125 C 7.434 -10.792 26.872  C124 1.540, C126 1.521, H140 1.090, H141 1.090
126 C 8.055 -9.636 26.101  C125 1.521, C127 1.607, H142 1.090, H143 1.090
127 C 7.536 -9.410 24.598  C126 1.607, C128 1.563, C129 1.566, N130 1.504
128 C 7.820 -7.898 24.319  C127 1.563, H144 1.090, H145 1.090, H146 1.090
129 C 8.299 -10.361 23.616  C127 1.566, H147 1.090, H148 1.090, H149 1.090
130 N 6.035 -9.503 24.607  C122 1.445, C127 1.504, O131 1.399
131 O 5.427 -9.178 23.390  N130 1.399, H150 0.960
132 H 4.821 -11.831 23.805  C121 1.090
133 H 6.282 -12.408 24.577  C121 1.090
134 H 4.774 -12.634 25.369  C121 1.090
135 H 3.393 -10.495 26.483  C123 1.090
136 H 3.831 -8.921 25.854  C123 1.090
137 H 3.200 -10.219 24.819  C123 1.090
138 H 5.885 -9.553 27.357  C124 1.090
139 H 5.508 -11.307 27.534  C124 1.090
140 H 7.864 -10.851 27.871  C125 1.090
141 H 7.750 -11.764 26.493  C125 1.090
142 H 9.123 -9.856 26.076  C126 1.090
143 H 7.891 -8.783 26.759  C126 1.090
144 H 8.896 -7.751 24.231  C128 1.090
145 H 7.367 -7.136 24.954  C128 1.090
146 H 7.462 -7.706 23.308  C128 1.090
147 H 8.280 -11.387 23.983  C129 1.090
148 H 9.369 -10.157 23.635  C129 1.090
149 H 7.994 -10.188 22.584  C129 1.090
150 H 5.338 -8.222 23.392  O131 0.960
151 C 12.886 -18.085 31.283  C152 1.558, H162 1.090, H163 1.090, H164 1.090
152 C 11.936 -18.768 30.255  C151 1.558, C153 1.531, C154 1.526, N160 1.514
153 C 11.965 -18.079 28.888  C152 1.531, H165 1.090, H166 1.090, H167 1.090
154 C 12.451 -20.194 30.080  C152 1.526, C155 1.549, H168 1.090, H169 1.090
155 C 12.057 -21.251 31.142  C154 1.549, C156 1.553, H170 1.090, H171 1.090
156 C 10.536 -21.183 31.450  C155 1.553, C157 1.569, H172 1.090, H173 1.090
157 C 10.040 -19.732 31.782  C156 1.569, C158 1.541, C159 1.536, N160 1.521
158 C 8.502 -19.782 31.871  C157 1.541, H174 1.090, H175 1.090, H176 1.090
159 C 10.499 -19.321 33.189  C157 1.536, H177 1.090, H178 1.090, H179 1.090
160 N 10.479 -18.797 30.666  C152 1.514, C157 1.521, O161 1.380
161 O 9.948 -17.528 30.773  N160 1.380, H180 0.960
162 H 13.658 -17.659 30.642  C151 1.090
163 H 12.292 -17.346 31.820  C151 1.090
164 H 13.321 -18.794 31.988  C151 1.090
165 H 11.236 -18.539 28.221  C153 1.090
166 H 11.771 -17.010 28.973  C153 1.090
167 H 12.936 -18.213 28.410  C153 1.090
168 H 12.198 -20.596 29.099  C154 1.090
169 H 13.538 -20.264 30.124  C154 1.090
170 H 12.446 -22.211 30.803  C155 1.090
171 H 12.607 -21.164 32.079  C155 1.090
172 H 10.392 -21.882 32.274  C156 1.090
173 H 9.945 -21.531 30.603  C156 1.090
174 H 8.145 -20.099 30.891  C158 1.090
175 H 8.011 -18.833 32.088  C158 1.090
176 H 8.277 -20.641 32.504  C158 1.090
177 H 9.966 -19.965 33.888  C159 1.090
178 H 10.277 -18.292 33.474  C159 1.090
179 H 11.558 -19.572 33.250  C159 1.090
180 H 9.210 -17.602 30.165  O161 0.960
181 C 7.920 -11.063 36.052  O182 1.369, H190 1.090, H191 1.090, H192 1.090
182 O 8.610 -10.718 34.921  C181 1.369, C183 1.458
183 C 7.850 -9.963 33.933  O182 1.458, C184 1.487, H193 1.090, H194 1.090
184 C 8.592 -9.713 32.668  C183 1.487, N185 1.446, H195 1.090, H196 1.090
185 N 8.704 -10.939 31.910  C184 1.446, C186 1.449, H197 1.010
186 C 9.348 -10.681 30.639  N185 1.449, C187 1.573, H198 1.090, H199 1.090
187 C 9.380 -12.037 29.843  C186 1.573, O188 1.400, H200 1.090, H201 1.090
188 O 10.208 -12.959 30.495  C187 1.400, C189 1.451
189 C 10.420 -14.139 29.678  O188 1.451, H202 1.090, H203 1.090, H204 1.090
190 H 8.722 -11.194 36.778  C181 1.090
191 H 7.405 -12.024 36.030  C181 1.090
192 H 7.162 -10.376 36.429  C181 1.090
193 H 7.514 -9.040 34.406  C183 1.090
194 H 7.012 -10.613 33.680  C183 1.090
195 H 9.505 -9.172 32.916  C184 1.090
196 H 8.070 -8.935 32.110  C184 1.090
197 H 9.274 -11.628 32.380  N185 1.010
198 H 10.393 -10.454 30.854  C186 1.090
199 H 8.726 -9.981 30.081  C186 1.090
200 H 9.670 -11.796 28.820  C187 1.090
201 H 8.372 -12.443 29.761  C187 1.090
202 H 11.121 -14.844 30.124  C189 1.090
203 H 10.847 -13.816 28.729  C189 1.090
204 H 9.531 -14.748 29.518  C189 1.090
205 C 10.130 -17.038 21.586  C206 1.561, H209 1.090, H210 1.090, H211 1.090
206 C 11.468 -17.836 21.688  C205 1.561, C207 1.595, O208 1.407, H212 1.090
207 C 11.259 -19.327 22.216  C206 1.595, H213 1.090, H214 1.090, H215 1.090
208 O 11.970 -18.000 20.384  C206 1.407, H216 0.960
209 H 9.299 -17.519 21.070  C205 1.090
210 H 10.260 -16.018 21.223  C205 1.090
211 H 9.821 -16.732 22.585  C205 1.090
212 H 12.238 -17.347 22.286  C206 1.090
213 H 12.174 -19.916 22.143  C207 1.090
214 H 10.473 -19.812 21.638  C207 1.090
215 H 10.890 -19.348 23.242  C207 1.090
216 H 12.057 -17.151 19.945  O208 0.960
217 C 2.021 -15.104 28.439  C218 1.491, H221 1.090, H222 1.090, H223 1.090
218 C 1.356 -14.440 27.281  C217 1.491, C219 1.580, O220 1.429, H224 1.090
219 C 2.033 -13.023 27.103  C218 1.580, H225 1.090, H226 1.090, H227 1.090
220 O 1.537 -15.255 26.121  C218 1.429, H228 0.960
221 H 1.695 -16.144 28.459  C217 1.090
222 H 1.809 -14.553 29.355  C217 1.090
223 H 3.107 -15.131 28.349  C217 1.090
224 H 0.298 -14.378 27.536  C218 1.090
225 H 1.452 -12.568 26.301  C219 1.090
226 H 3.096 -13.035 26.861  C219 1.090
227 H 1.899 -12.361 27.958  C219 1.090
228 H 1.546 -14.664 25.365  O220 0.960
229 C 3.845 -17.863 20.919  C230 1.552, H233 1.090, H234 1.090, H235 1.090
230 C 5.092 -17.799 21.842  C229 1.552, C231 1.516, O232 1.407, H236 1.090
231 C 6.242 -17.109 21.133  C230 1.516, H237 1.090, H238 1.090, H239 1.090
232 O 4.791 -17.112 23.032  C230 1.407, H240 0.960
233 H 3.973 -18.090 19.861  C229 1.090
234 H 3.343 -16.896 20.915  C229 1.090
235 H 3.202 -18.674 21.262  C229 1.090
236 H 5.279 -18.835 22.125  C230 1.090
237 H 6.563 -17.658 20.247  C231 1.090
238 H 7.088 -17.078 21.820  C231 1.090
239 H 6.088 -16.045 20.953  C231 1.090
240 H 3.934 -17.361 23.387  O232 0.960
241 C 3.788 -19.107 26.031  C242 1.469, H245 1.090, H246 1.090, H247 1.090
242 C 2.678 -19.154 25.069  C241 1.469, C243 1.524, O244 1.392, H248 1.090
243 C 1.360 -19.611 25.681  C242 1.524, H249 1.090, H250 1.090, H251 1.090
244 O 2.627 -17.892 24.483  C242 1.392, H252 0.960
245 H 3.466 -18.569 26.923  C241 1.090
246 H 4.716 -18.677 25.656  C241 1.090
247 H 3.955 -20.111 26.421  C241 1.090
248 H 2.869 -19.906 24.304  C242 1.090
249 H 0.544 -19.535 24.963  C243 1.090
250 H 1.072 -18.967 26.512  C243 1.090
251 H 1.403 -20.555 26.225  C243 1.090
252 H 2.173 -17.339 25.124  O244 0.960

Values from the calculation:
DFT total energy = -4125.61134 Ha
Frontier orbital gap = 8.0970 eV
SMILES string = CC1(C)CCCC(C)(C)N1O.CC1(C)CCCC(C)(C)N1O.CC1(C)CCCC(C)(C)N1O.CC1(C)CCCC(C)(C)N1O.CC1(C)CCCC(C)(C)N1O.CC1(C)CCCC(C)(C)N1O.COCCNCCOC.CC(C)O.CC(C)O.CC(C)O.CC(C)O